# 1
Entry from the Open Molecules 2025 dataset: a cluster of 4 separate species, C4H14NO6 in total (wB97M-V/def2-TZVPD).

The geometry in XYZ format:
```
25
Properties=species:S:1:pos:R:3:forces:R:3
O -2.13500 -0.18156 -2.15002 0.311 0.116 -0.472
C -1.41092 -0.64246 -1.32089 0.271 -1.427 1.527
O -1.66593 -1.85383 -0.73699 0.426 -0.707 -0.100
C -0.15066 -0.05873 -0.64018 -1.886 1.600 -0.436
C 1.03266 -0.16238 -1.56984 0.309 -1.052 0.030
C 2.31040 0.33770 -0.88107 0.423 0.393 0.223
O 2.87824 1.50272 -1.44770 0.164 0.790 -0.650
N -0.65995 1.31808 -0.38224 1.555 0.127 -1.219
H -2.32764 -2.37933 -1.20754 -0.186 0.533 -0.165
H 0.09031 -0.44484 0.33623 -0.371 -0.897 -0.315
H 1.26027 -1.25243 -1.76149 -0.731 0.983 -0.161
H 0.71716 0.34456 -2.49754 0.819 -0.085 0.059
H 3.15262 -0.38428 -0.92725 -0.761 0.155 0.119
H 2.10198 0.57047 0.17731 -0.029 -0.480 -0.167
H 2.18045 2.13248 -1.66683 0.041 -0.175 0.110
H -1.28305 1.23918 0.41775 0.445 0.229 0.280
H -0.02961 -1.25390 1.96706 -0.028 -0.594 0.210
H 0.07243 -2.33724 0.94390 0.534 -0.049 0.780
O 0.53953 -2.07475 1.76863 -0.624 0.294 -0.740
H -1.52171 1.06539 2.40401 -0.309 0.445 0.403
H -1.97916 -1.12833 1.82356 -0.138 0.404 0.163
O -1.45948 -0.31671 1.84199 0.199 -0.373 0.045
H 0.15247 1.91089 -0.21036 -0.585 0.072 0.555
H -0.46986 2.00467 2.99191 -0.082 0.205 0.063
O -1.39555 2.04462 2.72758 0.232 -0.506 -0.141
```
Forces are in eV/Å.

Results
**LUMO level**: 0.1161 Ha
**E**: -18151.02934 eV
**Highest occupied orbital energy**: -0.1815 Eh
**Total charge**: -1

These are the natural (NBO) partial charges, in e, on atoms 1 to 5: -0.5927 0.8216 -0.7198 -0.1877 -0.4526


# 2
Entry from the Open Molecules 2025 dataset: a cluster of 2 separate species, C4H14NOS in total (wB97M-V/def2-TZVPD).

The geometry in XYZ format:
```
21
Properties=species:S:1:pos:R:3:forces:R:3
C 0.97579 -1.39267 0.56292 -0.232 1.105 -0.700
C 1.20736 -0.13502 1.38198 0.933 -0.709 0.833
C 0.71640 1.19572 0.90305 -0.226 1.278 -1.239
S -1.01427 1.61687 1.32756 0.187 -0.173 -0.204
C -1.71438 1.88312 -0.32488 -0.536 0.639 0.229
N -0.51232 -1.53945 0.33227 0.182 0.402 0.948
H 1.40721 -1.28346 -0.43001 0.039 -0.148 0.041
H 1.41537 -2.24437 1.07556 -0.460 -0.232 -0.096
H 2.28758 -0.10029 1.46959 0.386 0.167 -0.026
H 0.90699 -0.34418 2.41284 -0.283 0.219 0.024
H 0.81311 1.35082 -0.18198 -0.216 -0.685 0.005
H 1.35272 2.03516 1.19551 -0.005 -0.362 0.803
H -1.03557 2.38466 -1.00837 0.378 -0.454 -0.055
H -2.51361 2.62324 -0.24186 -0.145 -0.241 0.333
H -2.16519 0.97362 -0.71081 0.141 -0.018 -0.389
H -0.87866 -0.68415 -0.09980 0.258 -0.167 -0.475
H -0.77162 -2.36175 -0.20313 -0.128 -0.063 -0.055
H -0.95971 -1.50081 1.25302 -0.211 -0.517 -0.060
H -0.51837 -0.80100 -3.25001 -0.334 0.252 0.249
H 0.90191 -1.00036 -2.94750 0.231 0.164 0.332
O 0.09926 -0.67568 -2.51595 0.041 -0.458 -0.498
```
Forces are in eV/Å.

Results
**LUMO level**: -0.1170 Ha
**E**: -18741.49372 eV
**Highest occupied orbital energy**: -0.4560 Eh
**Total charge**: +1

These are the natural (NBO) partial charges, in e, on atoms 1 to 5: -0.2093 -0.4522 -0.5664 0.1823 -0.7569


Here are the calculated strongest force on any atom numbers, same order: 2.5 1.8 (eV/A).
Here are the calculated ΔE to the lowest compared entry with this formula, charge and spin numbers, same order: 274.67 66.98 (kJ/mol).